No. 1
# C43H119N15O14

A 12-piece molecular cluster, C43H119N15O14 overall (ωB97M-V/def2-TZVPD, the Open Molecules 2025 dataset).

- SMILES: COC[C@H](C)N.COC[C@H](C)N.COC[C@H](C)N.COC[C@H](C)N.COC[C@H](C)N.COC[C@H](C)N.COC[C@H](C)N.COCCNCCOC.COCCNCCOC.NC(N)=O.NC(N)=O.NC(N)=O
- Energy above the lowest of the compared OMol25 structures with the same formula, charge and spin: 0.0000 eV
- Gap between HOMO and LUMO: 0.2972 Ha
- HOMO level: -0.3048 Ha

Each line ends with the Löwdin charge.
Positions of all 191 atoms, in Å:
C: -1.770854 2.771364 1.824242  -0.09
O: -2.616924 3.872192 2.065653  -0.17
C: -3.584746 3.599625 3.049464  -0.22
C: -4.192237 4.904294 3.561283  -0.40
C: -3.212327 6.007434 4.026291  -0.08
N: -5.084373 4.797625 4.751020  0.02
H: -0.851824 3.063315 1.309905  0.08
H: -2.313573 2.141880 1.107300  0.08
H: -1.476839 2.261251 2.745837  0.08
H: -4.392323 2.975643 2.642637  0.12
H: -3.188273 3.001595 3.881297  0.12
H: -4.749864 5.355935 2.740205  0.14
H: -2.539095 5.814873 4.865977  0.07
H: -3.772583 6.892351 4.323021  0.07
H: -2.549396 6.304914 3.207794  0.07
H: -4.527992 4.444577 5.524314  0.06
H: -5.767434 4.064450 4.557218  0.07
C: 2.040943 -8.224812 0.819762  -0.13
O: 2.910885 -7.530028 -0.040085  -0.21
C: 2.287203 -6.458748 -0.778194  -0.19
C: 1.881834 -5.322213 0.169785  -0.39
C: 1.427507 -4.097553 -0.587891  -0.07
N: 3.145947 -4.949660 0.923618  0.05
H: 2.018285 -7.809984 1.832664  0.09
H: 2.411627 -9.246974 0.908417  0.09
H: 0.997527 -8.315982 0.503191  0.09
H: 2.966228 -6.164922 -1.579442  0.13
H: 1.464300 -6.907942 -1.350250  0.12
H: 1.203622 -5.697179 0.935143  0.13
H: 0.686593 -4.352441 -1.361457  0.08
H: 2.227515 -3.682550 -1.205180  0.08
H: 0.869749 -3.334136 -0.047040  0.06
H: 3.528547 -5.887036 1.023178  0.05
H: 3.786827 -4.453562 0.311462  0.06
C: 5.497375 -1.943289 6.772744  -0.12
O: 4.716097 -2.335770 5.647653  -0.17
C: 3.824142 -1.269369 5.342909  -0.22
C: 2.733752 -1.648399 4.343298  -0.42
C: 3.233954 -2.127939 3.010552  -0.07
N: 1.821053 -0.513650 4.053942  0.06
H: 4.888198 -1.893816 7.675070  0.08
H: 6.099951 -1.041440 6.624097  0.09
H: 6.265419 -2.719490 6.825406  0.09
H: 3.395176 -0.871536 6.271763  0.11
H: 4.397376 -0.420705 4.930357  0.13
H: 2.133886 -2.381149 4.894908  0.15
H: 3.714060 -3.101753 3.130985  0.08
H: 3.955954 -1.448103 2.546090  0.05
H: 2.460885 -2.254522 2.254239  0.06
H: 1.385033 -0.194043 4.926868  0.03
H: 2.517129 0.196731 3.809819  0.07
C: -3.954636 5.015757 -3.077050  -0.12
O: -2.830114 4.652955 -2.339275  -0.16
C: -1.870876 3.966366 -3.091643  -0.22
C: -0.797756 3.385905 -2.159051  -0.42
C: 0.002716 4.553984 -1.594543  -0.06
N: 0.069591 2.365672 -2.766282  0.07
H: -3.770117 5.820501 -3.802654  0.09
H: -4.750258 5.327298 -2.402978  0.09
H: -4.296446 4.161916 -3.682276  0.07
H: -2.322994 3.133802 -3.649361  0.11
H: -1.376756 4.589166 -3.848170  0.13
H: -1.265825 2.863171 -1.318861  0.11
H: 0.618557 5.053118 -2.353758  0.08
H: 0.678026 4.225805 -0.803556  0.06
H: -0.633993 5.384629 -1.281474  0.08
H: 0.826163 2.158846 -2.117932  0.05
H: 0.627793 2.869162 -3.461846  0.05
C: -1.524067 -6.902510 -4.622828  -0.11
O: -2.013245 -5.626229 -4.268233  -0.18
C: -3.015378 -5.201526 -5.149116  -0.23
C: -3.342282 -3.730419 -4.857994  -0.42
C: -3.761153 -3.405289 -3.437582  -0.04
N: -4.310039 -3.176969 -5.838357  0.04
H: -0.506099 -7.084144 -4.284759  0.08
H: -1.521855 -7.030462 -5.711654  0.08
H: -2.220951 -7.654075 -4.233106  0.09
H: -2.765916 -5.223148 -6.214929  0.12
H: -3.937753 -5.771571 -4.976998  0.13
H: -2.437579 -3.181326 -5.149806  0.12
H: -4.712438 -3.906731 -3.244600  0.09
H: -3.885100 -2.339433 -3.250016  0.05
H: -3.058340 -3.750076 -2.678553  0.08
H: -4.670977 -2.241619 -5.699220  0.03
H: -3.886106 -3.117667 -6.757053  0.05
C: 2.671442 1.875277 0.360441  -0.09
O: 4.082604 1.989118 0.508677  -0.18
C: 4.786237 0.769502 0.679239  -0.20
C: 4.856814 -0.083276 -0.579709  -0.41
C: 5.343658 -1.501654 -0.260837  -0.05
N: 5.971976 0.471817 -1.388741  0.05
H: 2.499714 1.773590 -0.710776  0.06
H: 2.203803 2.741034 0.822499  0.09
H: 2.290692 0.993085 0.882256  0.07
H: 5.762542 1.046130 1.078690  0.14
H: 4.323154 0.210348 1.502630  0.09
H: 3.891936 -0.007895 -1.091925  0.12
H: 6.154478 -1.346332 0.450029  0.09
H: 5.641481 -1.985826 -1.185348  0.08
H: 4.570554 -2.050677 0.285969  0.06
H: 5.960529 0.142002 -2.346562  0.07
H: 5.957654 1.484846 -1.410728  0.04
C: -0.523888 -0.573518 1.304891  -0.11
O: -1.562977 -0.623365 0.347200  -0.24
C: -1.053395 -0.237062 -0.965710  -0.13
C: -2.060376 -0.456780 -2.153474  -0.38
C: -1.423817 -0.578044 -3.544970  -0.07
N: -3.006374 0.653807 -2.239094  0.06
H: 0.194412 -1.388185 1.141974  0.07
H: -1.008115 -0.575402 2.272931  0.09
H: 0.198772 0.232500 1.128041  0.06
H: -0.557959 0.719088 -0.793198  0.10
H: -0.315380 -1.031991 -1.146310  0.11
H: -2.404912 -1.456928 -1.882146  0.12
H: -0.942372 0.294236 -3.981025  0.05
H: -2.079116 -0.979398 -4.318464  0.04
H: -0.659580 -1.356796 -3.397032  0.08
H: -3.666060 0.429991 -2.987142  0.07
H: -2.547437 1.464899 -2.637574  0.04
C: 1.795353 -1.127355 12.769019  -0.13
O: 2.375257 0.114301 12.560919  -0.18
C: 2.465840 0.531429 11.221403  -0.22
C: 1.144938 1.101230 10.704261  -0.21
N: 1.191730 1.682400 9.370357  -0.06
C: 1.312875 0.691619 8.306629  -0.20
C: 0.018219 0.150215 7.707493  -0.22
O: 0.169775 -0.047707 6.310630  -0.24
C: -0.559323 0.954328 5.591268  -0.09
H: 0.695170 -1.057429 12.755506  0.09
H: 1.989984 -1.534334 13.762848  0.09
H: 2.090145 -1.870056 12.016694  0.09
H: 2.862753 -0.299339 10.623446  0.11
H: 3.257697 1.278654 11.117795  0.12
H: 0.700481 1.859227 11.355853  0.12
H: 0.362172 0.340684 10.791195  0.12
H: 1.806818 2.474545 9.295021  0.11
H: 1.903047 -0.183629 8.601464  0.10
H: 1.843156 1.103215 7.443365  0.12
H: -0.790134 0.835269 7.985479  0.12
H: -0.267439 -0.794368 8.177694  0.12
H: -0.151849 1.950285 5.774589  0.10
H: -1.622206 0.800284 5.782636  0.10
H: -0.422226 0.737851 4.529896  0.06
C: 7.013311 3.115119 -2.897352  -0.12
O: 5.630705 3.404896 -2.765590  -0.18
C: 4.902779 3.037885 -3.914243  -0.24
C: 3.429529 2.826376 -3.509560  -0.19
N: 2.535604 2.696510 -4.679869  -0.07
C: 2.783060 1.409695 -5.338540  -0.19
C: 1.650917 1.055941 -6.292136  -0.22
O: 1.884772 1.520501 -7.622743  -0.19
C: 0.749487 1.273961 -8.427544  -0.12
H: 7.444141 3.977384 -3.417314  0.09
H: 7.296318 2.221614 -3.459793  0.09
H: 7.535327 3.018090 -1.946350  0.09
H: 5.228417 2.121661 -4.425033  0.11
H: 5.076379 3.785057 -4.703190  0.13
H: 3.120953 3.733357 -2.986965  0.12
H: 3.445299 1.899460 -2.937869  0.10
H: 2.792835 3.484725 -5.264808  0.12
H: 3.012769 0.621423 -4.623096  0.12
H: 3.694253 1.476503 -5.949817  0.12
H: 0.781998 1.630933 -5.953597  0.11
H: 1.381913 -0.004053 -6.264783  0.12
H: -0.221176 1.477277 -7.970137  0.08
H: 0.720776 0.199814 -8.662327  0.08
H: 0.916473 1.751488 -9.389646  0.09
N: -4.969285 -0.891756 -0.778343  0.17
C: -5.314383 -0.431634 0.433156  -0.68
N: -4.202460 0.095290 1.031226  0.14
O: -6.399238 -0.564901 1.007014  -0.01
H: -4.052378 -0.548712 -1.032464  0.03
H: -5.620101 -1.218076 -1.476803  0.06
H: -3.304066 0.184427 0.555862  0.05
H: -4.242091 0.509261 1.944378  0.08
N: -4.748882 1.612322 -7.155959  0.16
C: -4.116157 0.448462 -6.816107  -0.68
N: -3.695603 -0.294845 -7.871085  0.17
O: -3.958411 0.158437 -5.634376  0.01
H: -5.079548 2.220731 -6.433153  0.09
H: -4.975988 1.783924 -8.118467  0.10
H: -3.973187 -0.142474 -8.821035  0.10
H: -3.075980 -1.063050 -7.685700  0.10
N: -7.003213 -0.531127 -5.063478  0.16
C: -6.923346 -0.096065 -3.778204  -0.66
N: -6.651085 1.223647 -3.663139  0.17
O: -6.953461 -0.877168 -2.829314  0.02
H: -7.081929 -1.528951 -5.180209  0.10
H: -6.726277 -0.031819 -5.885037  0.07
H: -6.474760 1.641726 -2.766492  0.11
H: -6.675657 1.803057 -4.476453  0.08

Forces on the atoms, in the same order (eV/Å):
C -0.389 -0.144 -0.910
O 0.554 0.430 0.583
C -0.464 0.005 0.323
C 0.426 1.406 1.496
C 0.772 0.253 -1.072
N -0.228 -1.199 -1.124
H -0.102 0.485 0.126
H 0.272 -0.612 0.375
H -0.205 -0.175 -0.032
H -0.082 0.026 -0.188
H 0.389 0.216 0.114
H -0.227 -0.091 0.025
H -0.247 -0.704 0.078
H -0.241 -0.082 -0.120
H -0.070 -0.035 -0.007
H 0.019 0.059 0.040
H -0.122 0.145 0.231
C -0.065 -0.629 0.615
O -0.220 0.492 -0.667
C -0.734 -1.064 0.024
C 2.189 0.905 -0.137
C -1.460 -0.273 -1.292
N -1.134 -0.873 -0.091
H 0.095 0.203 -0.032
H 0.131 0.041 -0.024
H 0.064 0.325 -0.475
H 0.452 0.348 0.443
H -0.449 0.192 0.332
H -0.351 0.176 -0.240
H -0.011 -0.395 0.101
H 0.262 0.219 0.483
H 0.619 0.066 0.524
H 0.739 0.279 0.550
H -0.138 -0.002 -0.166
C 0.853 -1.230 -0.768
O -0.344 1.053 0.299
C 0.410 0.492 -0.494
C -1.168 0.103 0.558
C 0.724 -1.002 -0.176
N 1.154 0.379 0.560
H 0.069 0.092 0.112
H -0.541 0.403 -0.163
H -0.237 -0.137 0.546
H -0.340 -0.211 0.003
H 0.137 -0.045 -0.113
H -0.028 -0.374 -0.564
H 0.134 0.096 -0.206
H 0.093 0.059 0.422
H -0.354 -0.040 0.331
H 0.404 -0.297 -0.388
H -0.629 0.474 -0.229
C -0.368 -0.130 -0.746
O 0.341 0.094 0.312
C 0.574 -1.307 -0.240
C 0.305 0.435 0.974
C 0.190 0.646 -0.157
N 0.226 0.986 -0.929
H 0.208 0.106 0.190
H 0.119 -0.039 0.089
H -0.174 -0.041 0.173
H -0.233 0.044 -0.056
H -0.064 0.308 0.016
H -0.492 0.313 -0.050
H 0.124 -0.477 -0.261
H -0.105 0.147 0.172
H -0.153 -0.344 0.551
H -0.341 -0.221 0.427
H -0.176 -0.377 -0.496
C -0.708 -0.390 -0.422
O 0.858 0.175 -0.488
C -1.594 1.062 0.587
C 0.842 1.798 -0.751
C -0.221 -0.448 0.109
N -0.775 -1.022 -0.646
H -0.104 0.278 0.387
H 0.088 0.093 -0.022
H 0.287 -0.195 0.098
H 0.384 -0.509 0.018
H 0.012 -0.253 -0.229
H 0.582 -0.206 0.914
H -0.093 0.124 0.114
H -0.164 0.059 -0.359
H 0.150 -0.214 -0.246
H 0.352 0.007 0.934
H 0.047 -0.361 0.012
C 0.972 -0.532 0.050
O 0.083 0.303 0.293
C -0.831 -0.038 0.684
C 1.725 0.446 -0.213
C -1.245 0.770 0.749
N -0.272 0.317 -0.039
H -0.706 0.186 -0.029
H -0.007 0.228 -0.337
H 0.005 -0.149 -0.023
H 0.253 -0.059 -0.478
H -0.226 -0.128 -0.191
H -0.075 -0.375 0.004
H 0.390 -0.392 -0.327
H 0.174 -0.286 0.182
H 0.005 -0.265 -0.294
H -0.089 -0.040 0.014
H -0.293 -0.017 -0.049
C 0.526 -0.390 -0.929
O -0.176 0.724 -1.212
C 0.349 -1.700 0.199
C 1.482 1.790 -0.042
C 1.499 -1.735 0.432
N -1.306 -0.253 0.171
H -0.493 -0.673 0.458
H 0.410 -0.016 0.229
H -0.685 0.852 0.371
H -0.171 0.238 -0.737
H 0.576 0.460 -0.271
H -1.084 0.323 -0.128
H -0.068 0.315 0.586
H -0.508 0.075 0.398
H 0.279 0.087 -0.538
H -0.203 -0.071 0.252
H 0.526 -0.128 0.344
C -1.346 -0.754 -0.079
O 0.803 0.667 0.539
C 0.164 0.034 -0.199
C -0.572 0.340 0.117
N -0.698 -1.146 -0.150
C 0.740 0.060 -0.510
C -0.313 0.012 0.991
O -0.807 0.550 0.324
C 0.257 -0.958 -0.674
H 0.063 -0.026 -0.283
H 0.589 0.346 -0.037
H 0.128 0.068 0.034
H -0.460 -0.132 -0.215
H -0.131 0.239 0.474
H 0.738 0.151 0.371
H 0.118 -0.255 -0.610
H 0.216 -0.127 -0.032
H 0.199 0.113 0.181
H 0.092 0.285 0.171
H -0.022 0.163 -0.482
H 0.153 -0.185 -0.232
H -0.395 0.116 0.295
H -0.048 0.608 0.249
H 0.126 0.000 0.016
C 0.733 1.106 -0.402
O 0.306 -1.450 0.152
C -0.323 0.013 -0.440
C 0.697 1.018 -1.138
N 0.662 -0.492 1.193
C 0.509 0.539 -1.623
C -0.677 0.638 0.244
O -0.066 -0.020 0.457
C 0.694 -1.235 -0.509
H 0.378 -0.134 -0.067
H -0.634 -0.164 -0.140
H -0.505 0.194 0.307
H 0.468 -0.242 0.617
H -0.520 0.362 0.092
H -0.082 -0.391 0.617
H -0.525 0.258 0.454
H -0.268 -0.256 -0.469
H -0.514 0.083 0.281
H -0.002 -0.177 -0.107
H -0.199 -0.318 0.344
H 0.211 -0.139 -0.205
H 0.127 0.635 0.132
H -0.070 -0.105 0.051
H -0.260 0.428 0.150
N 0.474 -0.405 -0.643
C -0.657 -0.662 1.326
N 0.695 1.007 0.718
O 0.619 0.405 -0.558
H -0.702 -0.267 -0.611
H -0.200 0.286 0.222
H -0.621 -0.259 0.314
H -0.423 -0.137 -0.018
N -0.165 -0.232 -0.649
C -0.255 0.629 1.145
N 0.355 -0.582 -0.030
O 0.339 -0.219 -0.713
H 0.004 -0.015 0.047
H -0.064 0.364 0.094
H 0.003 0.201 -0.017
H -0.133 -0.052 0.101
N -0.727 -1.011 -0.641
C 1.289 -0.849 0.605
N -0.124 0.633 0.181
O -0.522 0.533 -0.691
H -0.040 0.073 0.150
H 0.122 0.416 0.174
H -0.104 -0.196 0.060
H -0.025 0.202 0.007

---

No. 2
# C4H12

A 2-piece molecular cluster, C4H12 overall (ωB97M-V/def2-TZVPD, the Open Molecules 2025 dataset).

- SMILES: CC.CC
- Energy above the lowest of the compared OMol25 structures with the same formula, charge and spin: 1.1065 eV
- Gap between HOMO and LUMO: 0.4452 Ha
- HOMO level: -0.4032 Ha

Each line ends with the natural charge from an NBO analysis.
Positions of all 16 atoms, in Å:
C: -0.504513 -2.256869 0.265659  -0.62
C: 0.923526 -2.204221 0.114731  -0.60
H: -0.657248 -1.216049 0.457338  0.21
H: -1.014634 -2.523149 -0.737394  0.19
H: -0.898137 -2.990037 0.941204  0.21
H: 1.292745 -3.073187 -0.459550  0.20
H: 1.456636 -2.461670 1.129323  0.20
H: 1.282977 -1.192763 -0.271256  0.21
C: -0.453629 2.967986 -0.289582  -0.60
C: -0.047936 1.529971 -0.132156  -0.61
H: 0.361269 3.610296 -0.244384  0.20
H: -1.063789 3.144016 -1.111999  0.20
H: -1.001117 3.251990 0.613690  0.20
H: 0.722974 1.523602 0.706686  0.20
H: 0.434759 1.088077 -0.964405  0.20
H: -0.833884 0.802007 -0.017904  0.20

Forces on the atoms, in the same order (eV/Å):
C -2.502 0.072 -2.517
C 4.590 -1.407 1.174
H -1.780 0.314 0.805
H 0.678 0.680 1.353
H -0.103 0.065 0.789
H 0.168 0.728 -0.400
H -0.859 1.115 -1.549
H -0.187 -1.640 0.371
C -0.997 -1.099 2.006
C 1.518 -0.087 1.326
H 1.690 1.103 -0.507
H -0.994 0.467 -1.574
H -0.350 -0.013 -0.117
H -1.179 -0.609 -0.779
H 0.969 0.120 -1.240
H -0.662 0.191 0.859

---

No. 3
# C5H8O

The molecule C5H8O (ωB97M-V/def2-TZVPD, the Open Molecules 2025 dataset).

- Energy above the lowest of the compared OMol25 structures with the same formula, charge and spin: 4.2423 eV
- Gap between HOMO and LUMO: 0.3705 Ha
- HOMO level: -0.3751 Ha

Each line ends with the natural charge from an NBO analysis.
Positions of all 14 atoms, in Å:
C: -0.554620 1.155084 -0.571251  -0.64
C: -0.074561 -0.091428 0.211821  0.29
C: 0.131318 -1.266162 -0.774172  -0.63
O: -1.093924 -0.520648 1.078911  -0.70
C: 2.238515 0.101172 0.397331  0.22
C: 1.184482 0.217033 1.160996  -0.62
H: -0.676017 2.004495 0.108163  0.21
H: 0.137128 1.456105 -1.367597  0.23
H: -1.535163 0.950507 -1.031694  0.22
H: 0.470874 -2.145703 -0.225085  0.23
H: 0.861322 -1.039885 -1.560362  0.23
H: -0.829109 -1.514374 -1.252835  0.22
H: -1.356435 0.266794 1.568902  0.46
H: 1.096193 0.427016 2.256878  0.29

Forces on the atoms, in the same order (eV/Å):
C 0.051 -0.027 0.203
C -0.191 -0.090 -0.738
C 0.049 0.096 0.243
O -0.309 0.111 0.257
C -0.760 0.208 1.136
C 0.949 -0.080 -0.907
H 0.042 -0.004 -0.049
H 0.004 -0.169 0.310
H 0.352 -0.106 0.213
H 0.010 0.071 -0.057
H -0.090 0.071 0.282
H 0.242 0.250 0.237
H -0.259 -0.154 0.192
H -0.090 -0.176 -1.322